{
  "formula": "C6H12O",
  "method": "ωB97M-V/def2-TZVPD",
  "de_lowest_ev": 0.436,
  "e_tot_ev": -8463.9177,
  "e_lumo_ev": 1.1,
  "total_charge": 0,
  "symbols": ["O", "C", "C", "C", "C", "C", "C", "H", "H", "H", "H", "H", "H", "H", "H", "H", "H", "H", "H"],
  "coordinates": [[-0.857, 0.279, 0.759], [-0.919, -2.409, -0.141], [1.213, 0.869, -0.241], [0.514, 2.120, 0.292], [0.404, -0.283, 0.384], [-0.931, 1.639, 0.372], [0.210, -1.473, -0.558], [0.882, 2.376, 1.292], [-1.529, 2.171, 1.117], [1.124, 0.830, -1.334], [0.883, -0.632, 1.311], [-1.431, 1.735, -0.605], [-1.840, -1.834, -0.013], [1.162, -2.019, -0.616], [2.277, 0.823, 0.009], [0.002, -1.095, -1.568], [-0.712, -2.919, 0.806], [0.636, 2.993, -0.357], [-1.089, -3.171, -0.908]],
  "atomic_forces_ev_per_a": [[-0.09, -0.05, 0.01], [-0.07, -0.04, 0.05], [0.04, -0.05, -0.04], [0.01, 0.04, 0.04], [0.20, -0.12, -0.07], [-0.04, 0.29, -0.04], [0.05, 0.04, -0.06], [-0.05, -0.03, -0.12], [0.07, -0.06, -0.11], [0.02, -0.01, 0.15], [-0.07, 0.04, -0.11], [0.07, -0.02, 0.11], [0.08, -0.14, -0.02], [-0.12, 0.10, -0.03], [-0.17, -0.01, -0.01], [0.01, 0.00, 0.13], [0.03, 0.08, -0.10], [-0.01, -0.12, 0.11], [0.03, 0.07, 0.13]]
}